Record 1
106
Properties=species:S:1:pos:R:3:forces:R:3 method="wB97M-V/def2-TZVPD" gap_ev=9.844 e_above_lowest_kj_mol=50.3 charge=+1
C -1.097495 -1.921439 -0.326872 -3.748 1.651 -5.097
N -0.486237 -0.499989 -0.374393 -2.165 -1.549 -0.928
C -1.266964 0.420157 0.561084 -1.482 1.998 -2.519
C 0.835279 -0.714229 0.180186 3.113 0.181 -2.215
C -0.634706 0.048385 -1.855441 -1.275 -0.093 2.181
C -0.136222 1.479321 -2.098913 1.578 -0.595 -2.728
O -0.300000 1.664609 -3.529128 -1.144 -1.383 1.244
H -2.204366 -2.026243 -0.324523 0.034 1.826 0.049
H -0.972118 -2.398485 0.497616 2.008 -2.372 5.683
H -1.046881 -2.695062 -1.114346 1.804 1.171 -0.499
H -2.383796 0.384888 0.231832 2.012 0.318 0.665
H -0.814042 1.468267 0.550835 -0.722 -1.281 -0.851
H -1.157324 0.275043 1.588963 0.205 -1.575 1.560
H 1.510943 -1.402610 -0.477493 -1.724 0.818 1.226
H 0.666363 -1.097150 1.162685 0.458 -0.187 0.648
H 1.394148 0.230407 0.145641 -0.316 -0.123 0.546
H -1.703581 -0.215372 -2.089098 0.417 1.635 0.544
H -0.265285 -0.656258 -2.519092 2.092 -1.272 -0.971
H 0.926022 1.805749 -1.948739 -0.412 -1.451 0.688
H -0.658652 2.197968 -1.577720 -1.760 1.400 1.281
H 0.213066 2.416255 -3.771751 0.741 1.185 -0.553
O 2.562780 -3.873227 -3.767194 -0.072 0.433 3.591
S 2.432435 -4.206981 -2.319792 -1.780 -2.587 -6.440
O 1.354286 -3.745719 -1.533955 -1.189 1.507 1.076
O 2.215207 -5.839796 -2.399687 1.719 1.150 3.047
C 1.023114 -6.135636 -3.117222 0.571 1.235 -3.437
C 0.729601 -7.620509 -3.173670 -0.380 -0.104 -2.553
C 3.859232 -3.954920 -1.513664 0.628 -0.481 1.492
H 1.480744 -5.859418 -4.110195 -1.871 -0.190 0.111
H 0.216421 -5.361047 -2.849759 0.794 -1.780 -0.240
H 1.482788 -8.271831 -3.649354 0.786 0.810 0.825
H -0.016474 -7.882846 -3.997486 -0.043 0.964 1.599
H 0.491236 -7.977062 -2.224735 -0.770 -1.016 1.395
H 3.960675 -2.960655 -1.185893 0.332 1.698 -0.644
H 4.637167 -4.461945 -1.966133 1.856 -0.285 -1.406
H 3.805833 -4.399477 -0.571649 -0.602 -1.297 1.690
O 3.954652 -0.769541 0.456927 1.826 -0.009 0.610
S 5.160326 -0.299891 1.134295 -1.546 3.828 2.313
O 5.530768 1.127290 0.986179 -0.430 -2.832 -0.501
O 4.880748 -0.400630 2.832784 1.535 -1.515 -3.032
C 4.040387 0.564725 3.355180 -2.164 3.489 -0.852
C 3.498564 0.113830 4.660493 5.214 -5.103 0.451
C 6.556090 -1.342376 0.875635 -0.681 0.934 -4.405
H 2.979226 0.690096 2.702704 2.988 -0.172 1.046
H 4.541384 1.651513 3.492208 -0.928 -2.502 -0.721
H 3.280578 -0.989346 4.541283 -1.364 1.581 0.557
H 3.070459 0.915385 5.012880 -4.644 3.439 1.753
H 4.226270 0.090560 5.562956 0.132 -0.278 -1.780
H 7.464424 -0.991972 1.278975 0.989 1.569 -0.138
H 6.550533 -1.570752 -0.332614 0.234 0.770 3.238
H 6.509966 -2.207034 1.391899 -1.217 -3.272 1.466
O -0.627098 -4.153458 4.141035 1.276 -0.156 1.546
S -1.208215 -4.746323 2.997980 -2.613 1.088 0.784
O -2.183088 -5.810210 3.147312 1.751 0.458 -0.730
O -2.106240 -3.457375 2.422228 1.687 -1.812 -1.717
C -2.997601 -2.884335 3.360259 -2.651 -0.667 -1.189
C -3.741816 -1.755642 2.642131 0.046 -0.759 3.207
C 0.152404 -5.122292 1.840480 -3.883 4.989 -2.223
H -2.455733 -2.351354 4.067147 1.070 0.159 1.965
H -3.761081 -3.622757 3.778632 1.433 0.651 -0.428
H -3.038033 -0.996761 2.560832 1.243 1.673 -0.563
H -4.398467 -1.409953 3.486150 -0.234 -0.091 -1.346
H -4.146103 -1.954925 1.701840 -1.170 -0.506 -1.127
H 0.717597 -4.211653 1.528712 0.024 -0.808 1.165
H -0.438526 -5.278690 0.958766 0.001 -1.009 -0.814
H 0.567728 -5.938067 2.224092 2.158 -3.239 1.427
C 2.766858 3.036925 0.422161 1.800 4.302 0.572
C 3.349571 3.746263 1.796998 1.963 -6.352 -1.113
O 2.286580 3.402673 2.665739 0.933 0.430 2.249
C 1.197603 2.953654 2.092011 -3.507 1.215 0.737
O 0.056319 2.961873 2.587135 3.595 -0.754 -1.368
O 1.438666 2.676532 0.808056 0.489 -0.990 -1.634
H 3.447603 2.484446 -0.292076 -1.272 -0.712 1.658
H 2.800597 4.038440 -0.034725 -1.306 -0.488 -1.266
H 3.495603 4.776400 1.806363 0.063 1.676 -0.345
H 4.396293 3.144693 1.979321 -2.666 1.666 0.365
C -7.825013 -0.938265 1.546562 4.986 5.014 0.626
C -7.685927 0.521504 2.203929 -2.681 -2.804 1.744
O -6.744963 1.136501 1.421628 0.983 0.880 -0.307
C -5.946476 0.231867 0.886368 6.080 0.114 -2.077
O -4.791161 0.514601 0.391678 -5.299 -1.384 2.094
O -6.408918 -1.025618 1.014551 -1.355 0.748 0.084
H -8.440782 -0.888874 0.783083 -2.933 -0.082 -3.948
H -7.967482 -1.737594 2.118502 -0.573 -2.979 2.718
H -7.406787 0.264460 3.271282 0.272 1.142 -1.001
H -8.610635 1.141620 2.185390 0.620 -0.691 0.064
C -2.529826 4.897290 -2.619310 -0.836 -0.922 0.507
C -3.184733 4.693470 -1.248461 -1.202 -0.101 1.916
O -3.730068 3.308139 -1.258024 1.933 2.767 0.331
C -3.656569 2.937598 -2.533194 -2.924 -4.315 1.179
O -4.144596 1.877518 -2.829993 0.445 -0.073 -0.611
O -3.159181 3.760610 -3.363282 2.344 3.855 -1.303
H -1.452771 4.689885 -2.507092 -0.492 0.304 -0.695
H -2.794432 5.895287 -3.066928 0.458 -1.313 0.148
H -4.081661 5.319102 -1.048663 0.671 -0.095 -0.404
H -2.518059 4.817177 -0.350253 -0.419 -0.269 -1.070
C 0.702274 7.223860 -3.076020 2.203 2.200 1.534
C 2.295468 7.143486 -2.855616 -4.307 1.753 -7.654
O 2.555703 5.850585 -3.330120 1.304 -0.175 0.447
C 1.435288 5.233585 -3.588359 -0.533 -5.739 -4.719
O 1.337528 4.114590 -4.206407 0.760 3.883 3.288
O 0.382140 5.965924 -3.385995 -1.801 -2.797 -0.049
H 0.449397 7.823914 -3.892335 0.042 1.204 -1.502
H 0.060318 7.562817 -2.304463 -0.095 0.356 1.392
H 2.684992 7.357882 -2.025958 2.621 0.792 7.276
H 2.707941 7.983974 -3.503808 -0.136 -1.522 0.113

---

Record 2
86
Properties=species:S:1:pos:R:3:forces:R:3 method="wB97M-V/def2-TZVPD" gap_ev=2.428 charge=+1
C 0.448474 5.610384 2.868912 0.263 -0.841 -2.000
N 1.862514 5.078714 2.588042 0.745 -0.022 1.054
C 1.862404 3.504374 2.666452 -0.579 1.161 -0.825
C 2.401164 5.550944 1.152802 -0.041 -1.225 2.296
C 2.839464 5.727644 3.632622 1.533 -2.624 -0.818
C 2.833914 5.135014 5.074672 0.890 2.488 -1.699
O 1.618234 5.503924 5.622792 -0.646 -1.356 0.968
H -0.036826 5.027554 3.651782 0.227 0.311 -0.101
H 0.008024 5.435954 1.887242 -0.787 -0.240 0.272
H 0.371084 6.691374 2.985432 0.654 -0.163 0.535
H 2.782134 3.092594 2.250962 0.035 0.378 0.040
H 1.020454 3.207084 2.041282 0.144 -0.011 -0.197
H 1.662694 3.044274 3.634192 0.158 0.823 0.270
H 2.343224 6.633114 1.269652 0.116 -0.180 -0.850
H 1.939854 5.040594 0.307322 -0.946 0.503 0.335
H 3.406784 5.132544 1.110862 0.242 0.641 0.233
H 2.840614 6.811694 3.518892 -0.737 -0.101 0.467
H 3.823654 5.436574 3.265512 0.185 0.032 -0.290
H 3.655594 5.670794 5.549932 0.135 0.370 0.178
H 3.157164 4.106244 5.233582 -0.559 -0.323 -0.675
H 1.365024 4.658564 6.000752 -1.094 0.361 0.724
Zn 3.218264 -2.878326 2.383842 -0.614 -0.163 -0.973
S 0.706864 -1.417756 -0.181148 -1.942 2.554 -0.955
O 0.550074 -1.370446 1.260932 -0.229 0.638 1.220
O -0.329836 -2.216796 -0.755598 -1.158 -1.494 -0.564
O 0.712284 -0.118416 -0.878748 0.705 -0.738 0.925
O 2.005904 -2.079316 -0.277098 3.028 -1.040 0.248
C 5.611734 -0.020726 -2.926638 -0.493 0.253 0.444
C 4.777404 1.178684 -3.450058 0.928 -0.600 0.562
O 4.240214 1.851594 -2.303528 -0.141 0.012 -0.321
O 6.832084 0.359744 -2.325888 0.719 0.364 -0.568
H 5.788914 -0.798016 -3.669958 0.214 0.233 -0.095
H 5.107144 -0.468966 -2.070728 -1.041 -0.404 -0.407
H 3.984624 0.872314 -4.132498 -0.040 -0.121 0.000
H 5.429974 1.882634 -3.966478 0.005 -0.037 0.023
H 3.503694 1.286754 -2.058418 -0.272 0.141 0.383
H 6.606404 0.925294 -1.583708 0.025 0.144 0.032
C 0.072714 -6.257866 2.421252 -1.467 -0.083 1.679
C -1.317506 -5.610186 2.472182 0.071 -2.100 -0.362
O -1.640916 -5.571836 1.139372 -1.116 1.646 -2.774
O 1.012264 -5.446576 1.806252 1.286 1.289 -0.159
H -0.010366 -7.127846 1.769852 -0.351 -0.466 0.733
H 0.299864 -6.477156 3.464522 0.948 -0.333 -0.135
H -1.512776 -4.681766 3.008842 0.527 0.074 0.138
H -2.048036 -6.368976 2.752672 0.241 -0.041 1.299
H -1.286586 -4.766346 0.755662 -0.052 0.144 -0.305
H 0.944734 -5.626066 0.865602 0.139 0.156 -0.135
C -5.010736 0.449724 4.450452 0.632 -1.596 0.002
C -3.889806 0.186694 3.416242 -0.307 2.181 0.027
O -2.652446 0.397054 4.065262 0.919 -0.265 0.644
O -4.966166 -0.602186 5.410592 -0.814 -0.506 -0.062
H -5.968526 0.473244 3.930642 -0.106 -0.445 0.169
H -4.981686 1.348604 5.066312 0.703 0.664 -0.816
H -3.956406 0.982414 2.674282 -0.316 0.024 -0.463
H -3.837646 -0.758346 2.875622 -0.895 -0.247 0.446
H -1.996806 -0.147716 3.623702 0.101 0.031 0.090
H -4.105036 -0.589096 5.834742 0.127 0.161 -0.081
C 1.853604 -5.446476 -4.290298 -0.267 0.538 -1.615
C 0.296694 -5.369126 -4.483958 2.038 -1.816 0.428
O -0.136916 -4.068726 -4.356038 -0.686 1.271 -0.580
O 2.301854 -5.291636 -2.996348 0.049 -0.244 2.151
H 2.344984 -4.630496 -4.820238 -0.607 0.344 -0.799
H 2.373324 -6.300976 -4.723698 -0.633 -0.587 0.240
H -0.225186 -6.043906 -3.805408 0.184 -0.049 0.548
H 0.075044 -5.836816 -5.443248 -0.156 0.842 -0.459
H -0.117266 -3.758616 -3.447718 -0.020 -0.286 0.138
H 2.155324 -4.380356 -2.732348 0.061 0.053 0.064
C -2.011806 2.405414 -4.177008 0.109 2.293 -2.725
C -1.916476 3.429194 -3.047138 -0.655 -1.374 -1.325
O -2.106216 2.685114 -1.872488 -0.200 0.796 1.828
O -0.821156 1.644614 -4.347288 -0.780 -0.016 1.173
H -2.078376 2.975584 -5.103598 0.157 0.322 -0.247
H -2.947006 1.852994 -4.268268 0.066 -0.530 1.019
H -2.696636 4.184904 -3.138568 -0.496 -0.408 0.266
H -1.022886 4.042534 -3.162988 0.678 -0.481 0.459
H -1.522026 1.933094 -1.750888 0.298 0.160 -0.291
H -0.724026 1.337474 -3.442948 0.915 -0.855 -0.080
O -6.661376 -1.425986 -3.008618 -2.330 1.127 -0.015
C -5.636526 -2.008336 -2.834658 -0.534 -1.964 -2.401
N -4.592376 -1.446966 -2.312868 3.174 1.149 1.610
C -5.489916 -3.451376 -3.267528 0.257 -0.509 0.288
H -4.671016 -0.501326 -1.966918 0.133 -0.140 -0.136
H -3.704066 -1.927566 -2.318818 -0.178 0.323 0.215
H -4.505556 -3.896586 -3.122848 0.037 0.078 0.679
H -5.662856 -3.704066 -4.313638 -0.673 0.698 0.029
H -6.250716 -3.895536 -2.625658 0.159 -0.746 -0.267

---

Record 3
14
Properties=species:S:1:pos:R:3:forces:R:3 method="wB97M-V/def2-TZVPD" gap_ev=6.973 e_above_lowest_kj_mol=75.8 charge=-1
N 0.329173 1.951968 0.312470 1.643 -2.029 -1.041
C -0.148636 0.527743 0.610951 -1.047 0.768 0.981
C 0.561484 -0.093816 1.915163 -1.678 -0.685 -2.204
O 0.044053 -1.153991 2.268707 -0.575 -1.146 0.603
O 1.514496 0.509486 2.333964 2.315 1.667 1.275
C 0.011246 -0.468922 -0.529580 1.424 -0.594 -1.017
S -1.053098 0.050457 -2.005845 0.110 -1.380 0.461
S -0.859098 -1.663499 -3.219423 1.062 1.485 -0.311
H 0.364935 2.339756 1.244113 0.255 0.279 0.189
H 1.398032 1.856532 0.046046 -2.736 0.136 0.846
H -1.279625 0.552757 0.955743 2.035 0.165 -1.024
H -0.137449 -1.550489 -0.130539 -0.270 2.009 -0.895
H 1.051912 -0.438955 -1.057782 -1.470 0.007 1.468
H -1.797425 -2.419033 -2.743984 -1.069 -0.684 0.669

---

Record-wise LUMO energy values, in eV: -1.95 -8.23 2.79